[1]
# C17H18F5N4OOsS

A structure of composition C17H18F5N4OOsS (ωB97M-V/def2-TZVPD, OMol25).

The geometry in ORCA input format:
```
! wB97M-V def2-TZVPD RIJCOSX def2/J DEFGRID3
* xyz 3 5
Os -0.348 0.966 -0.877
F 5.541 4.064 -0.874
C 4.254 3.875 -0.955
C 3.746 2.577 -0.855
F 4.549 1.544 -0.659
C 2.398 2.414 -0.950
F 1.875 1.125 -0.845
C 1.500 3.453 -1.137
S -0.211 3.188 -1.263
C 2.031 4.741 -1.226
F 1.224 5.763 -1.397
C 3.396 4.953 -1.127
F 3.881 6.168 -1.192
N -6.432 0.867 -1.084
C -5.117 0.912 -1.023
C -4.325 1.113 -2.190
C -2.981 1.146 -2.089
N -2.309 0.981 -0.894
C -3.074 0.821 0.240
C -4.423 0.782 0.219
H -6.925 0.968 -1.959
H -6.998 0.741 -0.258
H -4.793 1.255 -3.156
H -2.371 1.321 -2.965
H -2.537 0.761 1.177
H -4.971 0.672 1.145
C 2.940 -1.933 0.790
N 1.562 -1.434 0.979
C 1.052 -1.425 2.392
C 0.617 -2.833 2.827
C -0.321 -3.440 1.758
N 0.295 -3.269 0.421
C 1.155 -4.318 -0.113
C 0.525 -1.896 0.176
O -0.237 -1.225 -0.484
H 3.607 -1.233 1.289
H 3.193 -1.955 -0.268
H 3.100 -2.919 1.233
H 0.216 -0.728 2.446
H 1.855 -1.052 3.025
H 0.083 -2.777 3.775
H 1.480 -3.480 2.989
H -1.290 -2.938 1.755
H -0.475 -4.505 1.922
H 0.531 -5.198 -0.289
H 1.918 -4.604 0.620
H 1.612 -4.013 -1.050
*
```

## Properties
**Maximum force**: 0.65 eV/Å
**HOMO (alpha / beta)**: -17.283 / -17.589 eV
**E_LUMO (alpha / beta)**: -10.121 / -12.569 eV
**HOMO-LUMO gap (alpha / beta)**: 7.16 / 5.02 eV
**E_tot**: -52786.9388 eV

Results of the Mulliken charge analysis, in e, for atoms 1 through 4: Os 1.00; F -0.22; C 0.60; C -0.15

---

[2]
# C17H18F5NO5TeZr

A structure of composition C17H18F5NO5TeZr (ωB97M-V/def2-TZVPD, OMol25).

The geometry in ORCA input format:
```
! wB97M-V def2-TZVPD RIJCOSX def2/J DEFGRID3
* xyz 2 1
Zr 0.090 -0.472 0.657
C 1.001 0.674 5.227
C 1.960 0.102 4.191
C 2.019 -1.423 4.298
C 1.685 0.588 2.784
C 0.642 1.453 2.469
C 0.516 2.021 1.185
C 1.446 1.775 0.173
C 1.383 2.443 -1.165
C 2.452 0.829 0.464
C 2.555 0.241 1.721
H 1.300 0.338 6.218
H -0.020 0.319 5.062
H 1.001 1.765 5.241
H 2.963 0.493 4.402
H 1.014 -1.837 4.239
H 2.435 -1.705 5.263
H 2.640 -1.886 3.530
H -0.093 1.703 3.221
H -0.309 2.698 0.992
H 2.099 3.269 -1.182
H 0.397 2.860 -1.363
H 1.664 1.757 -1.964
H 3.140 0.534 -0.319
H 3.339 -0.485 1.894
O -4.078 0.577 1.344
C -2.909 0.317 0.861
O -1.854 0.367 1.508
C -2.835 -0.059 -0.568
C -3.868 -0.151 -1.473
C -3.548 -0.527 -2.782
C -2.231 -0.791 -3.126
C -1.260 -0.673 -2.142
N -1.564 -0.314 -0.903
C 0.215 -0.940 -2.321
O 0.718 -1.248 -3.349
O 0.852 -0.753 -1.150
H -4.049 0.794 2.293
H -4.886 0.059 -1.174
H -4.331 -0.612 -3.524
H -1.941 -1.087 -4.125
F 0.924 -4.013 3.003
Te 0.097 -3.510 1.461
F 0.905 -4.879 0.588
F -1.419 -4.450 1.807
F 1.578 -2.380 0.909
F -0.607 -2.962 -0.209
O -0.524 -1.873 2.053
*
```

## Properties
**Maximum force**: 0.55 eV/Å
**HOMO**: -16.681 eV
**E_LUMO**: -8.085 eV
**HOMO-LUMO gap**: 8.60 eV
**E_tot**: -51800.0304 eV

Results of the Mulliken charge analysis, in e, for atoms 1 through 4: Zr 2.01; C -1.73; C 0.72; C -1.44

---

[3]
# C17H18InN4O2

A structure of composition C17H18InN4O2 (ωB97M-V/def2-TZVPD, OMol25).

The geometry in ORCA input format:
```
! wB97M-V def2-TZVPD RIJCOSX def2/J DEFGRID3
* xyz 1 1
In 0.129 -0.126 -0.012
C -2.817 3.293 -0.062
C -1.627 2.401 -0.063
N -1.683 1.123 0.025
N -2.866 0.475 0.086
C -2.718 -0.797 -0.256
O -1.597 -1.315 -0.592
C -3.920 -1.651 -0.243
C -5.142 -1.149 0.205
C -6.260 -1.965 0.217
C -6.165 -3.280 -0.219
C -4.952 -3.780 -0.667
C -3.830 -2.970 -0.679
C -0.256 2.957 -0.233
C -0.026 4.323 -0.293
C 1.268 4.787 -0.489
C 2.293 3.866 -0.620
C 1.986 2.519 -0.548
N 0.749 2.069 -0.368
H -3.721 2.698 0.020
H -2.851 3.882 -0.980
H -2.766 3.988 0.779
H -5.208 -0.126 0.542
H -7.206 -1.576 0.567
H -7.041 -3.915 -0.210
H -4.881 -4.804 -1.009
H -2.879 -3.348 -1.029
H -0.850 5.013 -0.185
H 1.467 5.848 -0.537
H 3.317 4.172 -0.779
H 2.748 1.760 -0.655
N 3.897 -1.294 -1.572
C 2.669 -1.216 -1.074
O 1.890 -0.315 -1.448
C 2.207 -2.300 -0.124
C 1.087 -1.862 0.817
H 4.193 -0.642 -2.281
H 4.529 -2.019 -1.279
H 3.038 -2.789 0.383
H 1.798 -3.045 -0.819
H 1.413 -1.734 1.848
H 0.307 -2.622 0.830
*
```

## Properties
**Maximum force**: 0.58 eV/Å
**HOMO**: -10.995 eV
**E_LUMO**: -3.695 eV
**HOMO-LUMO gap**: 7.30 eV
**E_tot**: -33145.9821 eV

Results of the Mulliken charge analysis, in e, for atoms 1 through 4: In 1.56; C -1.48; C 0.83; N 0.28